No. 1
An isolated ion of composition C17H35N2O3 and charge +1. Source: the Open Molecules 2025 dataset; level of theory: the ωB97M-V functional and the def2-TZVPD basis.

```
57
Properties=species:S:1:pos:R:3:lowdin_charge:R:1
H 2.410 1.291 -4.321 0.15
C 1.633 -2.903 1.045 -0.28
C 2.255 2.711 -2.804 0.06
H 0.520 2.598 2.077 0.08
C -3.381 0.661 2.087 -0.42
H -1.569 -0.390 2.601 0.13
H 0.665 -3.943 2.652 0.08
C 0.705 1.509 -1.557 -0.21
N 1.286 2.806 -1.983 0.20
H 0.748 -2.659 0.440 0.11
C 1.431 0.473 -2.511 -0.35
H -3.741 1.259 1.241 0.13
C 0.178 0.505 0.543 -0.14
H 2.176 -3.140 3.102 0.09
H 4.380 -1.950 -0.076 0.14
H 3.550 1.055 -3.040 0.14
H -4.446 1.557 3.753 0.08
H 1.091 -0.315 -4.475 0.13
C -1.598 -1.075 -2.587 -0.10
H -0.189 0.755 -3.936 0.14
H 0.973 3.678 -1.569 0.20
H 3.009 -2.668 -0.948 0.13
H -4.248 -1.226 1.408 0.07
O 1.929 -0.644 -1.841 -0.06
H 2.798 3.588 -3.141 0.17
H 0.868 0.022 1.236 0.13
C -4.313 -0.538 2.253 -0.08
H -4.052 -1.096 3.156 0.09
H -2.776 1.111 4.120 0.09
H -1.047 2.728 2.864 0.07
H 2.043 -3.845 0.663 0.12
H 0.706 -2.188 2.866 0.06
H 3.031 0.285 -0.331 0.14
C -1.975 0.159 1.742 -0.16
C -0.343 2.026 2.426 -0.05
C 3.114 -0.539 -1.041 -0.14
H 0.215 -1.975 -2.987 0.11
C 3.314 -1.842 -0.298 -0.17
H -0.374 1.563 -1.747 0.16
H -0.195 -0.260 -0.133 0.11
H -5.351 -0.218 2.352 0.08
H 0.004 1.355 3.215 0.09
C 2.511 1.329 -3.230 -0.03
H -3.120 2.552 3.169 0.07
C -0.951 1.208 1.286 -0.33
N -0.350 -1.212 -3.331 -0.08
C -3.433 1.525 3.351 -0.07
O 2.600 -1.867 0.918 -0.15
C 0.462 -0.067 -3.616 -0.16
H -1.915 -0.031 -2.555 0.08
O 0.968 1.465 -0.205 -0.07
H -2.091 -0.571 0.934 0.10
C 1.270 -3.048 2.504 -0.06
H -1.528 -1.450 -1.565 0.06
H 3.988 -0.375 -1.681 0.12
H -2.395 -1.634 -3.081 0.08
H -1.451 1.890 0.583 0.14
```

* structure (SMILES): CCOCCO[C@]1(CNC)CC=[NH+][C@@H]1OC[C@H](C)CC(C)C
* orbital gap: 7.569 eV
* E_HOMO: -11.7 eV
* total charge: +1
* total energy: -27311.8440 eV


No. 2
A 2-piece molecular cluster, C17H35N4O4 overall. Source: the Open Molecules 2025 dataset; level of theory: the ωB97M-V functional and the def2-TZVPD basis.

```
60
Properties=species:S:1:pos:R:3:lowdin_charge:R:1
C -3.684 -2.364 -0.221 -0.18
C 7.776 1.486 -3.225 -0.03
C -2.999 2.384 2.996 -0.24
H -4.139 0.614 0.324 0.11
H -1.134 0.486 -1.891 0.11
C 1.274 -0.423 -0.587 -0.32
H -4.926 1.325 2.751 0.12
N 0.546 0.091 0.379 0.23
H -0.350 0.359 2.684 0.12
H 8.695 1.336 -3.784 0.10
O -1.810 2.670 2.287 -0.22
H -2.466 -1.694 -3.421 0.11
O 5.772 1.345 -1.483 0.12
C 0.977 -0.556 1.487 -0.39
C -4.111 1.736 2.144 -0.17
O 6.838 -0.345 -0.417 0.01
N 1.927 -1.402 1.171 0.16
H -0.151 -2.430 -2.088 0.12
H -3.341 -0.764 2.897 0.11
C -2.329 -2.087 -2.408 -0.17
H 1.002 1.194 -1.855 0.13
H -0.611 -0.157 -3.427 0.12
H 0.651 -0.759 3.525 0.13
H -4.524 2.495 1.470 0.10
C 6.706 0.591 -1.368 -0.62
H -2.372 -3.180 -2.378 0.10
H 5.964 -1.177 1.218 0.10
C 0.964 0.103 -1.952 -0.09
H 1.695 -0.151 -2.728 0.12
H -2.009 -1.743 1.123 0.08
H -4.768 -2.475 -0.106 0.11
H -1.065 -1.615 -0.771 0.08
N 2.138 -1.322 -0.174 0.16
C -0.497 -0.285 -2.344 -0.17
H 5.663 0.556 1.036 0.10
H -3.006 4.005 1.164 0.09
H 7.761 2.503 -2.836 0.10
H -3.204 -2.842 1.799 0.11
H -1.382 4.583 1.521 0.09
H -4.848 -1.022 2.055 0.12
N 0.420 -0.300 2.657 0.23
H 2.422 -2.025 1.793 0.19
C -0.924 -1.683 -1.856 -0.21
C -3.088 -1.959 1.149 -0.21
H 6.928 1.317 -3.888 0.10
O 7.775 0.536 -2.153 0.02
C -1.969 3.679 1.302 -0.10
H -2.521 0.747 0.953 0.10
C -3.564 0.585 1.263 -0.21
C -3.361 -1.443 -1.431 -0.19
H -1.599 3.286 0.343 0.09
C 5.754 -0.387 0.499 -0.06
H 2.774 -1.840 -0.762 0.19
H -2.731 1.705 3.819 0.12
C -3.786 -0.798 1.883 -0.21
H -2.957 -0.463 -1.169 0.08
H 4.823 -0.623 -0.020 0.06
H -3.289 -3.370 -0.428 0.10
H -4.298 -1.316 -1.990 0.11
H -3.432 3.279 3.475 0.13
```

* orbital gap: 9.261 eV
* E_HOMO: -12.1 eV
* total charge: +1
* total energy: -32340.3822 eV


No. 3
C17H36MnN6O4SSi4Te as an isolated structure. Source: the Open Molecules 2025 dataset; level of theory: the ωB97M-V functional and the def2-TZVPD basis.

```
70
Properties=species:S:1:pos:R:3:mulliken_spin:R:1
Si 2.230 0.550 5.831 0.01
H 1.533 -3.414 5.523 0.00
Mn -0.200 0.460 0.433 4.73
H 4.490 -0.497 5.390 0.00
H -3.143 -1.995 5.764 0.00
N -3.504 -2.676 0.011 0.00
H 0.406 -2.455 -1.104 0.00
H 3.404 0.878 8.038 0.00
H 3.304 4.112 -0.056 0.00
H -0.102 3.729 5.717 0.00
H 3.025 -1.361 -0.012 0.00
C -0.591 -2.380 7.817 0.00
C 2.788 2.211 5.076 0.00
C 2.416 1.672 -0.110 0.00
H 2.112 -0.290 8.204 0.00
N -1.358 -2.665 -0.177 -0.01
H 2.214 3.042 5.471 0.00
H -1.255 -1.671 8.298 0.00
C 2.387 0.648 7.735 0.00
H -2.047 0.782 8.177 0.00
Te -0.170 -0.334 2.688 0.06
H -0.750 1.954 8.244 0.00
S -2.469 -0.192 -0.386 0.02
H -2.440 -2.418 4.217 0.00
O 5.984 2.609 0.026 0.00
H -1.777 4.154 5.432 0.00
H 0.407 -2.209 8.204 0.00
C -0.919 -5.129 0.043 0.00
C 4.218 0.387 -0.018 0.00
H -4.474 -2.428 0.104 0.00
C -3.279 1.304 5.137 0.00
H -0.847 3.370 4.172 0.00
N -0.054 -2.190 -0.233 0.03
N -3.103 -3.964 0.113 0.00
H 5.202 -0.031 0.047 0.00
H 2.650 2.202 3.999 0.00
H -0.273 -5.158 -0.835 0.00
O 1.774 3.953 -0.222 0.01
N 1.990 0.402 -0.107 0.06
C 0.521 -3.500 5.145 0.00
H 3.290 -1.735 5.696 0.00
C 1.387 2.782 -0.121 -0.01
H 3.336 -0.928 4.142 0.00
C -1.020 3.397 5.244 0.00
H -3.994 2.095 5.345 0.00
H -0.896 -3.375 8.123 0.00
H -2.408 2.493 8.099 0.00
H -0.294 -5.091 0.936 0.00
C -2.461 -1.828 -0.167 0.01
C 3.830 1.713 -0.056 -0.01
H 3.836 2.419 5.268 0.00
H 1.745 1.419 8.148 0.00
Si -1.556 1.676 5.872 0.01
C -1.818 -3.956 0.000 0.00
Si -0.633 -2.179 5.918 0.00
H -1.520 -6.032 0.068 0.00
O 4.320 4.069 0.042 0.00
C 3.457 -0.780 5.210 0.00
H 0.557 -3.353 4.070 0.00
N 3.098 -0.358 -0.055 -0.01
H -3.208 1.201 4.059 0.00
C 4.799 2.850 0.002 0.00
C -1.704 1.731 7.778 0.00
H 0.182 -4.514 5.336 0.00
H 0.471 -2.521 0.581 0.00
O 0.199 2.392 -0.009 0.04
H -3.689 0.379 5.528 0.00
H -2.654 -3.646 5.452 0.00
Si -0.002 -0.002 5.230 0.04
C -2.388 -2.607 5.285 0.00
```

* spin multiplicity: 6
* orbital gap (spin up / spin down): 6.696 / 6.923 eV
* E_HOMO (spin up / spin down): -7.3 / -7.6 eV
* ΔE to the lowest compared entry with this formula, charge and spin: 37.47 kcal per mole
* total energy: -116307.9381 eV


No. 4
C17H36N6PdS2SbSe4 as an isolated structure. Source: the Open Molecules 2025 dataset; level of theory: the ωB97M-V functional and the def2-TZVPD basis.

```
67
Properties=species:S:1:pos:R:3:lowdin_charge:R:1
H -2.441 5.170 2.253 0.10
H -5.137 -4.207 -2.079 0.08
N 1.379 0.752 1.135 0.00
N -1.038 -3.348 0.106 -0.01
H 3.121 1.159 5.176 0.07
C -1.105 -4.674 -0.492 -0.23
H 0.896 0.075 -2.757 0.05
H -0.857 3.043 2.985 0.09
C -4.784 -4.201 -1.048 -0.08
C 3.046 -0.149 2.715 -0.21
H 0.063 -4.109 -2.215 0.08
H -0.111 -3.016 0.350 0.04
C 4.126 2.547 -1.378 -0.11
H 0.917 2.141 -0.743 0.12
H -4.314 -2.097 -1.044 0.04
H -1.099 -5.432 0.299 0.12
C 3.652 1.205 3.072 -0.27
C 3.046 1.836 4.322 -0.11
C -1.996 4.387 1.666 -0.10
Se -5.983 -0.136 -3.086 -0.23
H -5.655 -4.086 -0.401 0.07
C 2.771 1.106 -3.023 -0.21
H 1.204 -1.092 2.105 0.03
C 1.578 -0.090 2.303 -0.26
H 3.132 -0.831 3.568 0.11
H 3.379 2.549 -0.585 0.05
H 0.965 0.330 3.102 0.11
H -2.034 -4.791 -1.041 0.09
H -2.977 -3.087 -1.538 0.10
H 3.606 -0.601 1.892 0.10
H 3.557 2.764 4.583 0.07
H -1.645 2.798 -1.115 0.02
H 1.990 2.074 4.181 0.06
H 1.022 -4.757 -0.883 0.07
N 1.234 1.241 -1.071 -0.01
N -2.208 4.267 0.315 0.05
S 1.728 -1.315 -0.546 0.64
Sb -4.311 1.198 -2.011 -0.27
C 3.498 2.429 -2.766 -0.26
C -1.564 3.166 -0.104 -0.30
Pd -1.709 -0.205 0.183 0.04
C 1.337 1.039 -2.505 -0.28
H 3.342 0.280 -2.591 0.09
S -1.554 -1.681 2.095 0.58
H -4.320 -5.164 -0.824 0.06
H 0.731 1.527 1.246 0.08
H 4.291 2.541 -3.510 0.10
H 4.730 1.085 3.214 0.10
N -0.949 2.564 0.889 0.00
H -2.919 4.712 -0.253 0.06
H 4.792 1.702 -1.189 0.07
N -3.296 -2.989 0.533 0.00
H 2.720 0.921 -4.100 0.11
C -3.817 -3.050 -0.847 -0.26
C -2.002 -2.733 0.804 -0.85
Se -3.963 0.470 0.452 0.08
H 3.530 1.882 2.223 0.09
H 0.721 1.807 -2.974 0.11
C 1.439 0.302 -0.138 -0.84
C -1.199 3.332 2.004 -0.16
C 0.080 -4.860 -1.425 -0.08
H 4.713 3.464 -1.291 0.06
H 0.053 -5.851 -1.878 0.07
H 2.808 3.263 -2.936 0.11
H -3.895 -2.437 1.135 0.08
Se -1.960 0.262 -2.179 0.07
Se -4.355 3.595 -2.341 -0.17
```

* orbital gap (spin up / spin down): 6.242 / 6.243 eV
* E_HOMO (spin up / spin down): -4.6 / -4.6 eV
* ΔE to the lowest compared entry with this formula, charge and spin: 12.96 kcal per mole
* total charge: -1
* total energy: -320233.6690 eV


No. 5
C17H36NO2OsPSi as an isolated structure. Source: the Open Molecules 2025 dataset; level of theory: the ωB97M-V functional and the def2-TZVPD basis.

```
59
Properties=species:S:1:pos:R:3:mulliken_spin:R:1
C 0.673 0.837 2.846 -0.01
C 2.856 2.108 -0.411 0.01
H -0.921 1.583 4.038 0.00
H 1.737 -2.790 3.692 0.00
H 2.616 2.461 0.603 0.00
C 0.090 2.056 -3.096 0.00
H -0.160 2.960 -2.515 0.00
H -3.123 2.643 0.726 0.00
H 3.061 -0.500 0.219 -0.01
P -0.696 0.595 -2.300 -0.01
H 1.440 0.618 3.592 0.00
H 2.772 -1.398 3.378 0.00
H 1.343 -2.093 1.400 0.01
H -0.189 5.107 0.880 0.00
C -2.490 3.287 1.345 0.00
H -0.946 -1.634 -3.248 0.00
H -3.084 0.038 -2.457 0.00
C 0.979 -4.953 -1.184 0.60
C -0.738 0.746 3.352 0.00
H -2.548 1.038 -3.849 0.00
H -2.829 1.806 -2.246 0.00
H -2.211 -5.741 -0.215 0.04
C -1.017 3.112 0.958 -0.01
H -1.209 4.679 -0.502 0.00
H -1.416 0.867 2.495 0.00
H -0.121 -1.824 2.385 -0.01
H 1.284 -1.235 4.359 0.00
H 1.886 -5.434 -1.535 0.04
H -0.904 -0.203 3.871 0.00
C -1.394 -3.760 -0.259 0.61
H 3.951 2.042 -0.521 0.00
H -0.120 -6.821 -1.057 0.01
C 0.917 -1.520 2.229 -0.01
H 0.857 1.829 2.410 0.00
O 0.901 -0.134 1.761 0.00
C 1.738 -1.713 3.492 0.00
H -0.320 2.134 -4.118 0.00
H -0.485 -0.421 -4.504 0.00
C -1.342 -5.124 -0.434 0.60
H -2.639 3.026 2.397 0.00
H 2.519 -0.111 -2.104 -0.01
H 1.180 1.907 -3.130 0.00
C -0.295 -0.775 -3.477 0.02
H 0.758 -1.057 -3.351 -0.01
N -0.405 -1.585 -0.602 0.55
C -0.161 -5.740 -0.907 -0.07
H -2.278 -3.249 0.120 0.02
H 0.457 4.022 -0.365 0.00
C -0.285 -2.922 -0.629 -0.18
H 2.439 2.785 -1.168 0.00
H -2.809 4.326 1.226 0.00
C -2.465 0.899 -2.755 0.00
C 0.937 -3.578 -1.017 0.52
C -0.447 4.295 0.187 0.00
H 1.809 -2.952 -1.201 0.05
H -0.444 3.044 1.905 0.01
Si 2.246 0.355 -0.704 0.04
Os -0.052 0.155 -0.205 1.11
O -0.902 1.906 0.203 0.08
```

* spin multiplicity: 5
* orbital gap (spin up / spin down): 5.052 / 4.895 eV
* E_HOMO (spin up / spin down): -4.4 / -7.3 eV
* total energy: -43425.8484 eV


No. 6
C17H37As3NRhS as an isolated structure. Source: the Open Molecules 2025 dataset; level of theory: the ωB97M-V functional and the def2-TZVPD basis.

```
60
Properties=species:S:1:pos:R:3:lowdin_charge:R:1
C -2.290 -5.002 4.862 -0.35
H -1.388 -5.542 4.583 0.01
H -0.666 1.389 4.092 0.03
C 0.447 0.942 -2.635 -0.07
H 2.214 1.525 3.115 0.03
C 0.800 -2.094 2.637 -0.30
H 2.916 0.259 2.095 0.02
H -1.644 -3.370 -2.193 0.03
H -2.385 -3.471 2.411 0.07
C -0.470 0.319 4.135 -0.28
C -1.166 -2.394 -2.087 -0.28
S -3.757 3.904 -0.252 0.43
H 1.155 -4.734 2.043 0.09
H 1.893 -0.431 -0.064 0.04
H 0.678 1.642 -3.443 0.09
H -1.424 -0.199 4.213 0.00
H 3.048 1.781 -2.636 0.09
C -0.277 -3.115 2.213 -0.66
C 2.807 1.084 -1.831 -0.07
H 0.607 -0.072 -3.004 0.07
H -3.102 -5.277 4.190 0.02
H 0.507 -3.264 0.195 0.08
N -2.386 1.632 0.636 -0.12
H 1.757 2.935 -0.124 0.08
H 0.056 2.814 -0.603 0.06
C -3.273 -2.040 0.001 -0.28
H 0.365 -3.746 5.487 0.01
H 1.264 3.366 -1.768 0.09
H 1.098 -2.281 3.671 0.06
C -2.945 2.589 0.252 -1.04
H 3.016 0.074 -2.188 0.08
H -1.619 -1.683 -2.777 0.03
H 0.083 -2.010 5.755 -0.01
H -1.933 -1.805 2.643 0.02
C 0.243 -4.506 2.598 -0.07
H 3.472 1.296 -0.993 0.08
As 0.464 -0.162 2.499 1.09
C -0.475 -3.169 0.678 -0.33
C 1.088 2.671 -0.942 -0.06
H -3.594 -1.607 0.944 0.02
C 1.046 0.231 -0.282 -0.26
As -2.059 -3.052 4.812 1.14
As -1.374 -1.717 -0.277 1.09
H 0.472 -4.577 3.660 0.05
H 1.698 -2.255 2.026 0.08
C -0.361 -2.999 5.804 -0.34
H 2.636 -0.054 3.829 0.03
C -1.625 -2.831 2.878 -0.40
H -2.577 -5.282 5.875 0.02
H -0.103 -2.477 -2.312 0.02
H -0.624 -3.190 6.846 0.02
H -3.497 -3.108 -0.024 0.03
Rh -0.597 0.420 0.464 0.37
H -3.806 -1.534 -0.803 0.03
H -1.037 -4.077 0.431 0.08
H 0.148 0.095 5.006 0.02
C 1.339 1.234 -1.419 -0.66
H -0.494 -5.274 2.357 0.09
C 2.256 0.451 2.938 -0.28
H -0.610 1.058 -2.382 0.07
```

* orbital gap (spin up / spin down): 6.674 / 6.670 eV
* E_HOMO (spin up / spin down): -6.7 / -6.7 eV
* total energy: -216076.6156 eV


No. 7
A 3-piece molecular cluster, C17H37B4Br4F3IN3O13P overall. Source: the Open Molecules 2025 dataset; level of theory: the ωB97M-V functional and the def2-TZVPD basis.

```
83
Properties=species:S:1:pos:R:3:lowdin_charge:R:1
B 1.325 -1.451 0.667 -0.70
H 1.622 3.512 1.143 0.13
N -0.977 -0.745 0.874 0.03
H 3.080 -1.643 1.670 0.13
H -0.915 -1.425 0.107 0.13
H 0.819 -3.919 -1.396 0.13
O -1.493 2.180 1.382 -0.20
H 4.746 4.498 -5.451 0.05
H 1.293 -0.523 -1.845 0.11
I -4.717 -2.883 1.424 0.95
H -0.516 0.139 -2.904 0.12
H -1.936 2.420 -3.660 0.11
Br 3.632 5.775 -3.026 0.63
P 1.013 0.458 2.700 0.92
Br -1.962 -2.773 8.033 0.63
H -0.448 -3.500 1.668 0.08
N -1.359 -3.059 1.684 0.05
N -1.255 2.532 -2.913 0.18
C 0.409 -0.089 0.857 -0.17
B -1.795 2.116 -1.608 -0.51
F -1.817 -1.277 -4.507 0.19
H 0.668 -3.451 6.888 0.05
H 3.398 0.577 0.638 0.08
O 0.733 3.151 1.026 0.13
H -1.270 3.797 2.283 0.12
O 0.972 3.255 -1.264 0.19
O -5.167 -0.028 1.196 0.05
C -0.030 -3.537 6.062 -0.65
H -2.522 3.388 -0.261 0.12
H 1.424 -4.080 0.233 0.12
C -1.303 -1.679 2.049 -0.25
H -2.762 0.772 2.235 0.14
C -4.403 -0.842 0.807 -0.80
H 0.326 -4.287 5.360 0.06
F -3.875 -0.655 -4.353 0.22
H -2.164 -3.682 5.733 0.05
H 1.135 1.066 -2.438 0.12
C 4.026 3.785 -5.063 -0.68
O 2.206 1.533 2.526 -0.23
H -1.488 -4.890 6.847 0.06
F -3.110 -2.195 -3.057 0.16
H -2.268 -1.391 2.475 0.10
Br 2.368 4.063 -6.041 0.61
H 3.489 -2.649 -0.920 0.08
H 0.655 2.917 -2.114 0.08
H 3.722 0.075 -2.904 0.12
C 1.388 0.515 -1.529 -0.03
H -3.784 0.132 -0.917 0.15
C 1.511 -3.480 -0.674 -0.19
H 4.679 3.542 -3.037 0.06
O -2.795 2.842 -1.009 0.19
O 2.189 -1.992 1.582 0.16
C -1.430 -3.856 6.515 -0.70
O 3.480 1.193 -0.091 0.20
H 2.927 3.408 -3.249 0.02
B 0.680 2.474 -0.180 -0.63
H -1.032 -1.251 -1.919 0.14
C -1.179 0.750 -0.936 -0.11
O -2.525 -0.074 -2.776 0.02
O -2.056 3.236 2.176 0.06
H -1.055 3.530 -2.878 0.10
O 1.043 -2.131 -0.477 0.03
H 4.344 2.773 -5.304 0.06
O 3.737 0.904 -2.417 0.17
C -3.307 -0.547 -0.210 -0.09
H -3.418 1.690 0.903 0.14
O -0.137 1.273 3.507 -0.24
C -2.502 1.222 1.265 -0.14
C 2.918 -3.518 -1.260 -0.03
H 2.893 -3.458 -2.348 0.08
Br 0.062 -1.836 5.104 0.74
C -1.219 -0.197 -2.157 -0.09
H -0.588 -1.661 2.884 -0.03
C 0.364 0.888 -0.415 -0.12
H -3.059 -1.468 -0.741 0.10
H -1.891 -3.286 0.854 0.03
B 2.918 0.865 -1.304 -0.63
H -1.056 1.062 3.318 0.05
C -2.823 -1.034 -3.670 -0.74
H 3.453 -4.410 -0.941 0.09
C 3.820 3.923 -3.580 -0.73
H 1.967 2.426 2.817 0.08
C -2.028 0.197 0.251 -0.23
```

* orbital gap: 8.675 eV
* E_HOMO: -11.1 eV
* total charge: +1
* total energy: -357734.7020 eV